No. 1
This record from the Open Molecules 2025 dataset describes 2 unconnected molecules or ions with the total composition C5H14BClFO10P2S2. The level of theory is ωB97M-V/def2-TZVPD.

**Charge**: -1
**HOMO**: -6.688 eV
**Multiplicity**: 1

Geometry as XYZ:
```
36
C5H14BClFO10P2S2 ωB97M-V/def2-TZVPD
O 0.51 -1.71 1.01
P -0.82 -1.07 1.02
O -1.37 -0.64 2.49
O -2.05 -2.09 0.63
B -1.05 0.51 -0.16
S 0.49 0.49 -1.34
O 0.47 -0.65 -2.21
O 1.69 0.86 -0.66
F 0.18 1.73 -2.32
O -1.17 1.77 0.59
C -2.44 2.27 0.34
Cl -2.42 3.45 -1.05
C -3.20 1.01 -0.04
P -4.89 1.04 -0.69
O -5.30 -0.51 -0.46
O -4.76 1.13 -2.28
S -6.07 2.33 0.06
O -2.30 0.35 -0.91
H -1.72 -1.40 2.96
H -2.09 -2.18 -0.33
H -2.84 2.84 1.18
H -3.27 0.45 0.92
H -4.63 -1.00 0.04
H -4.23 0.41 -2.63
C 4.97 -0.67 -0.88
C 4.84 -0.55 0.63
C 3.87 -1.58 1.18
O 4.42 0.76 0.99
H 4.00 -0.51 -1.35
H 5.66 0.09 -1.26
H 5.33 -1.66 -1.17
H 5.83 -0.66 1.09
H 2.88 -1.41 0.76
H 3.78 -1.50 2.27
H 4.18 -2.60 0.94
H 3.53 0.89 0.63
```

---

No. 2
This record from the Open Molecules 2025 dataset describes a molecular structure, C5H14BiClIO2P. The level of theory is ωB97M-V/def2-TZVPD.

**Charge**: +2
**HOMO (alpha / beta)**: -17.244 / -17.395 eV
**Multiplicity**: 1

Geometry as XYZ:
```
25
C5H14BiClIO2P ωB97M-V/def2-TZVPD
C 1.24 0.43 1.29
I 1.41 -2.20 -0.64
H 0.97 1.42 1.68
H 2.19 0.11 1.72
H 0.44 -0.27 1.49
Bi 1.64 1.02 -0.89
P -1.11 0.09 -0.68
C -1.86 -1.40 0.08
C -2.17 1.42 -0.03
H -1.19 0.78 -3.01
H -2.73 0.04 -2.46
H -1.30 -0.99 -2.83
C -1.64 -0.03 -2.42
H -1.79 2.41 -0.32
H -3.20 1.31 -0.40
H -2.95 -1.42 -0.09
H -1.66 -1.40 1.16
H -2.19 1.39 1.06
H -1.41 -2.30 -0.37
C 1.38 -2.73 2.10
O 1.25 -2.94 3.21
Cl 0.66 3.32 -0.97
O 4.30 0.70 0.32
H 4.80 -0.13 0.32
H 4.91 1.36 0.69
```

---

No. 3
This record from the Open Molecules 2025 dataset describes 2 unconnected molecules or ions with the total composition C5H14BrNO. The level of theory is ωB97M-V/def2-TZVPD.

**Charge**: 0
**HOMO**: -6.700 eV
**Multiplicity**: 1

Geometry as XYZ:
```
22
C5H14BrNO ωB97M-V/def2-TZVPD
Br 1.47 2.90 -2.83
C 0.06 -1.35 -1.13
N -0.55 -0.48 -0.05
C -2.04 -0.38 -0.23
C -0.38 -1.04 1.36
C 0.03 0.91 -0.08
C 1.50 1.04 0.21
O 1.62 1.14 1.65
H 1.13 -1.38 -0.96
H -0.20 -0.80 -2.03
H -0.45 -2.30 -1.07
H -2.38 -1.37 -0.52
H -2.25 0.40 -0.95
H -2.55 -0.17 0.71
H 0.65 -0.91 1.70
H -0.57 -2.11 1.27
H -1.01 -0.46 2.01
H -0.56 1.50 0.61
H -0.16 1.21 -1.12
H 2.00 1.91 -0.21
H 2.14 0.23 -0.17
H 2.49 1.52 1.84
```

---

Here are the calculated electronic energy numbers, same order: -3015.70845, -1662.52675, -2902.84924 (a.u.).